1.
{
  "formula": "C23H28N4O2",
  "method": "wB97M-V/def2-TZVPD",
  "species": ["C", "C", "N", "C", "C", "N", "C", "C", "C", "C", "N", "C", "O", "C", "C", "C", "C", "C", "N", "C", "C", "C", "C", "O", "C", "C", "C", "C", "C", "H", "H", "H", "H", "H", "H", "H", "H", "H", "H", "H", "H", "H", "H", "H", "H", "H", "H", "H", "H", "H", "H", "H", "H", "H", "H", "H", "H"],
  "xyz": [[0.1689, -1.8454, -3.1751], [-0.4743, -3.1721, -2.7598], [-1.1482, -3.1951, -1.4763], [-0.2777, -2.9939, -0.3331], [-1.0752, -3.3268, 0.9335], [-2.2513, -2.4883, 1.0575], [-2.1414, -1.2146, 1.5892], [-3.2845, -0.4169, 1.7521], [-3.2042, 0.8769, 2.2200], [-1.9746, 1.4221, 2.5675], [-1.8319, 2.7954, 2.8756], [-1.0191, 3.6295, 2.1772], [-0.8080, 4.7756, 2.5141], [-0.4487, 2.9850, 0.9473], [-1.3038, 2.5719, -0.0676], [-0.7912, 1.8996, -1.1613], [0.5594, 1.6188, -1.2454], [1.4219, 2.0440, -0.2384], [2.7905, 1.7537, -0.3126], [3.7907, 2.6022, 0.3096], [5.0904, 2.1680, -0.3698], [4.8320, 0.6971, -0.6783], [3.3221, 0.6163, -0.8409], [2.7055, -0.3066, -1.3223], [0.9135, 2.7538, 0.8464], [-0.8535, 0.6026, 2.5340], [-0.9300, -0.6856, 2.0522], [-3.0893, -2.6830, -0.1114], [-2.3061, -2.3299, -1.3829], [-0.5789, -1.0576, -3.2364], [0.9412, -1.5467, -2.4714], [0.6253, -1.9594, -4.1552], [-1.2150, -3.4665, -3.5109], [0.2954, -3.9488, -2.7272], [0.5767, -3.6680, -0.4224], [0.0972, -1.9588, -0.2725], [-0.4578, -3.2459, 1.8272], [-1.4291, -4.3598, 0.8577], [-4.2559, -0.8117, 1.4990], [-4.0986, 1.4781, 2.2973], [-2.3548, 3.1923, 3.6449], [-2.3620, 2.7721, 0.0040], [-1.4516, 1.5830, -1.9551], [0.9502, 1.0691, -2.0854], [3.5502, 3.6542, 0.1450], [3.8375, 2.4149, 1.3900], [5.9588, 2.3257, 0.2661], [5.2316, 2.7260, -1.2961], [5.3354, 0.3351, -1.5725], [5.1167, 0.0515, 0.1555], [1.5626, 3.0972, 1.6372], [0.0984, 0.9941, 2.8593], [-0.0215, -1.2630, 2.0132], [-3.9886, -2.0740, -0.0525], [-3.3789, -3.7369, -0.1472], [-2.9353, -2.4899, -2.2615], [-2.0313, -1.2601, -1.3311]],
  "atomic_forces_ev_per_a": [[-0.11, -0.27, 0.18], [0.06, 0.11, -0.17], [-0.06, -0.05, 0.07], [-0.08, -0.13, 0.21], [0.36, 0.04, -0.05], [-0.11, -0.40, 0.12], [0.01, 0.34, 0.28], [-0.04, -0.10, -0.09], [0.25, 0.12, 0.03], [0.01, -0.49, 0.13], [-0.41, -0.02, 0.40], [0.02, 0.10, -0.08], [0.16, 0.15, -0.02], [0.13, 0.22, -0.41], [0.09, 0.12, 0.07], [-0.03, 0.05, 0.03], [0.08, -0.05, -0.05], [-0.46, -0.03, 0.03], [0.07, 0.36, -0.01], [0.19, 0.20, 0.16], [-0.01, -0.06, 0.07], [0.04, 0.06, -0.08], [0.39, -0.28, -0.07], [-0.11, -0.24, -0.12], [-0.02, 0.02, -0.08], [-0.33, 0.11, 0.21], [0.01, -0.18, -0.12], [-0.10, 0.22, -0.41], [-0.22, -0.14, 0.14], [-0.05, 0.15, -0.03], [0.09, 0.11, 0.03], [0.06, 0.04, -0.12], [0.09, -0.06, 0.00], [-0.05, -0.02, -0.08], [0.05, 0.03, 0.02], [0.06, -0.05, -0.01], [-0.02, -0.03, 0.00], [0.10, 0.04, 0.03], [-0.07, -0.06, -0.02], [-0.08, 0.08, -0.04], [0.16, 0.07, -0.08], [-0.11, -0.03, 0.04], [-0.05, -0.03, -0.08], [0.02, -0.04, -0.05], [0.00, -0.06, 0.06], [-0.02, 0.09, -0.04], [0.00, 0.05, -0.01], [-0.01, 0.02, 0.02], [-0.06, -0.07, 0.02], [-0.02, -0.04, 0.00], [0.10, 0.02, 0.10], [0.07, 0.03, 0.02], [0.07, -0.07, -0.06], [0.00, -0.07, 0.03], [-0.05, 0.07, -0.04], [-0.01, 0.05, -0.02], [-0.04, -0.03, -0.06]],
  "energy_ev": -34361.9563,
  "smiles": "CCN1CCN(c2ccc(NC(=O)c3cccc(N4CCCC4=O)c3)cc2)CC1",
  "total_charge": 0,
  "e_above_lowest_kcal_mol": 30.2
}

=====

2.
{
  "formula": "C32H22Cl2IrN5O4",
  "method": "wB97M-V/def2-TZVPD",
  "species": ["Ir", "O", "C", "C", "C", "C", "C", "C", "C", "O", "N", "N", "C", "C", "C", "C", "C", "C", "C", "O", "H", "H", "H", "H", "H", "H", "H", "H", "H", "H", "N", "C", "C", "C", "C", "C", "C", "C", "C", "N", "C", "H", "H", "H", "H", "H", "H", "H", "H", "Cl", "C", "C", "C", "Cl", "C", "C", "C", "C", "N", "C", "C", "O", "H", "H", "H", "H"],
  "xyz": [[-0.1602, 0.2105, -0.6438], [3.2807, -0.9044, 3.7034], [4.1068, -0.9649, 2.6582], [5.4388, -1.3061, 2.9091], [6.3530, -1.3792, 1.8839], [5.9638, -1.1234, 0.5679], [4.6585, -0.7788, 0.3039], [3.7106, -0.6815, 1.3321], [2.3521, -0.2671, 0.9806], [2.1088, 0.2555, -0.1367], [1.4141, -0.4034, 1.9303], [0.1484, -0.2492, 1.5856], [-0.7172, -0.0531, 2.5461], [-2.1220, 0.0170, 2.4292], [-2.8698, 0.2020, 3.6076], [-4.2389, 0.2178, 3.6024], [-4.9390, 0.0514, 2.3955], [-4.2585, -0.1103, 1.2253], [-2.8264, -0.1249, 1.1700], [-2.2524, -0.2619, 0.0521], [2.3841, -0.6583, 3.3870], [5.7230, -1.5127, 3.9300], [7.3735, -1.6477, 2.1097], [6.6879, -1.1886, -0.2312], [4.3240, -0.5861, -0.7049], [-0.3213, 0.0540, 3.5586], [-2.3415, 0.3072, 4.5441], [-4.7771, 0.3450, 4.5270], [-6.0187, 0.0382, 2.4089], [-4.7824, -0.2335, 0.2913], [0.1556, 2.4524, 0.4741], [-1.0620, 3.1539, 0.3854], [-1.5298, 3.9919, 1.3700], [-2.7324, 4.6971, 1.1991], [-3.4458, 4.5934, 0.0366], [-3.0317, 3.7029, -0.9748], [-3.7423, 3.5051, -2.1767], [-3.3142, 2.5487, -3.0564], [-2.2097, 1.7552, -2.7133], [-1.5109, 1.9418, -1.6220], [-1.8620, 2.9253, -0.7675], [0.6112, 2.5779, 1.3722], [0.8006, 2.6860, -0.2792], [-0.9607, 4.1225, 2.2789], [-3.0735, 5.3519, 1.9878], [-4.3445, 5.1713, -0.1174], [-4.6126, 4.1121, -2.3794], [-3.8270, 2.3702, -3.9866], [-1.9096, 0.9462, -3.3623], [0.0999, 0.1409, -5.8191], [0.5495, -1.1706, -4.8150], [0.9762, -2.3590, -5.3904], [1.3401, -3.4330, -4.6036], [1.8387, -4.8869, -5.3617], [1.2829, -3.3522, -3.1856], [1.6429, -4.3955, -2.3159], [1.5796, -4.1971, -0.9581], [1.1104, -2.9722, -0.4707], [0.7287, -1.9946, -1.2625], [0.8359, -2.1451, -2.5932], [0.4584, -1.0060, -3.4033], [0.0681, 0.0631, -2.8677], [1.0248, -2.4431, -6.4666], [1.9727, -5.3377, -2.7219], [1.8727, -4.9704, -0.2657], [1.0479, -2.8021, 0.5955]],
  "atomic_forces_ev_per_a": [[1.50, -2.38, 2.61], [-0.20, 0.08, 0.37], [0.14, 0.09, -0.41], [-0.16, -0.02, 0.07], [-0.20, 0.02, -0.08], [0.09, -0.01, -0.08], [0.01, -0.01, 0.06], [0.28, 0.07, 0.03], [-1.10, -0.10, 2.45], [-1.71, 0.39, -2.98], [2.34, -0.62, -0.02], [-1.65, 1.42, -2.40], [-0.08, -0.10, -0.52], [-0.77, 0.04, -1.01], [-0.32, -0.04, 0.07], [0.07, 0.05, 0.15], [0.39, -0.05, 0.40], [0.66, 0.01, -0.64], [-0.30, 0.67, 2.80], [2.13, -0.29, -3.51], [0.14, -0.18, -0.08], [0.00, 0.01, 0.07], [0.11, -0.01, -0.02], [-0.02, -0.02, -0.05], [0.06, 0.08, -0.08], [0.19, -0.30, -0.25], [0.08, 0.02, 0.10], [-0.07, 0.02, 0.10], [-0.08, 0.03, -0.10], [-0.05, -0.03, -0.16], [-0.11, -0.75, -0.96], [-0.85, 0.48, 0.09], [0.29, -0.33, -0.32], [-0.22, 0.10, -0.16], [0.08, 0.07, 0.20], [0.42, -0.30, 0.15], [0.19, -0.18, -0.08], [-0.09, 0.31, 0.24], [-0.02, -0.32, -0.34], [0.58, -0.56, 0.50], [-0.32, 0.57, 0.48], [0.06, -0.37, -0.07], [0.05, 0.16, 0.21], [0.11, 0.05, 0.08], [0.00, 0.02, 0.01], [-0.08, 0.07, 0.02], [-0.10, 0.00, -0.03], [-0.02, -0.06, -0.10], [0.15, -0.10, 0.05], [-0.11, 0.31, -0.16], [-0.14, 0.38, 1.78], [0.30, -0.85, 0.41], [-0.32, 0.70, 0.01], [0.18, -0.36, -0.12], [-0.08, 0.10, -0.24], [0.00, 0.08, 0.41], [0.06, 0.03, -0.44], [-0.17, 0.10, 0.57], [-0.93, 1.27, 1.11], [-0.38, 0.77, -1.75], [1.31, -3.31, -1.67], [-1.27, 3.15, 3.15], [-0.01, 0.01, -0.01], [0.05, -0.11, -0.05], [0.01, 0.01, 0.08], [-0.13, 0.04, 0.05]],
  "energy_ev": -77056.5578,
  "multiplicity": 2,
  "total_charge": 1,
  "e_above_lowest_kcal_mol": 134.4
}

=====

3.
{
  "formula": "C5H8N2",
  "method": "wB97M-V/def2-TZVPD",
  "species": ["H", "N", "C", "C", "N", "C", "C", "C", "H", "H", "H", "H", "H", "H", "H"],
  "xyz": [[-3.6785, 0.1590, 0.6309], [-2.6995, 0.3628, 0.8307], [-1.9025, -0.2576, 0.0796], [-0.4035, -0.2209, 0.3432], [0.1400, -1.5450, 0.0862], [0.0735, 0.8831, -0.5744], [1.8183, 1.1300, -0.2376], [2.9789, 0.8191, -0.1960], [-2.1897, -0.8514, -0.7969], [-0.2612, 0.0786, 1.3867], [0.8129, -1.5661, -0.6720], [0.6262, -1.9047, 0.9006], [0.5998, 1.8731, 0.0069], [0.1007, 0.5469, -1.6187], [3.9846, 0.4929, -0.1692]],
  "atomic_forces_ev_per_a": [[0.10, 0.26, -0.37], [-0.19, -0.34, 0.51], [0.02, -0.03, 0.13], [-0.23, 0.63, -0.08], [0.36, -0.38, 0.17], [4.39, 1.53, 2.28], [-1.29, -2.71, -1.13], [0.07, 0.15, 0.11], [-0.06, -0.11, 0.13], [-0.07, -0.09, -0.17], [-0.09, 0.21, 0.03], [-0.15, 0.05, -0.11], [-3.29, -0.59, -1.69], [0.06, 1.21, 0.11], [0.37, 0.21, 0.10]],
  "energy_ev": -8288.6720,
  "smiles": "[H]/N=C/[C@@H](N)CC#C",
  "total_charge": 0,
  "e_above_lowest_kcal_mol": 145.8
}